{"formula": "C78H59Cl2O3P4S2SiTi", "method": "the ωB97M-V functional and the def2-TZVPD basis", "energy_ha": -7454.69360, "homo_ha": -0.1391, "orbital_gap_ev": 6.04, "relative_energy_kj_mol": 219.7, "total_charge": -1, "e_lumo_ev": 2.254, "species": ["Ti", "C", "C", "C", "C", "C", "C", "P", "C", "C", "C", "C", "C", "C", "C", "C", "C", "C", "C", "C", "Si", "C", "C", "C", "C", "C", "C", "P", "C", "C", "C", "C", "C", "C", "C", "C", "C", "C", "C", "C", "C", "C", "C", "C", "C", "C", "P", "C", "C", "C", "C", "C", "C", "C", "C", "C", "C", "C", "C", "H", "H", "H", "H", "H", "H", "H", "H", "H", "H", "H", "H", "H", "H", "H", "H", "H", "H", "H", "H", "H", "H", "H", "H", "H", "H", "H", "H", "H", "H", "H", "H", "H", "H", "H", "H", "H", "H", "H", "H", "H", "H", "Cl", "C", "C", "C", "C", "C", "Cl", "C", "S", "H", "H", "H", "O", "S", "O", "O", "C", "C", "C", "C", "C", "C", "P", "C", "C", "C", "C", "C", "C", "C", "C", "C", "C", "C", "C", "H", "H", "H", "H", "H", "H", "H", "H", "H", "H", "H", "H", "H", "H"], "coordinates": [[-0.54531, -0.59713, 0.01691], [-5.70709, 3.07626, -3.10500], [-4.50491, 2.64108, -3.64492], [-3.50985, 2.14740, -2.81741], [-3.69553, 2.06562, -1.43555], [-4.90683, 2.50850, -0.90531], [-5.90045, 3.01327, -1.73424], [-2.23962, 1.51400, -0.41147], [-3.20429, 1.42490, 1.17007], [-3.10387, 2.18130, 2.33290], [-3.86386, 1.85234, 3.44999], [-4.76284, 0.79776, 3.41149], [-4.89845, 0.06131, 2.24311], [-4.12010, 0.36632, 1.13912], [-1.23191, 3.00953, -0.78775], [-1.79090, 4.28798, -0.77594], [-1.03944, 5.38501, -1.14177], [0.28036, 5.21907, -1.54985], [0.82262, 3.94911, -1.60798], [0.08138, 2.82614, -1.22843], [0.78715, 1.07901, -1.46121], [1.84831, 1.20103, -3.11613], [3.17127, 1.64196, -3.10734], [4.03725, 1.33953, -4.14487], [3.59999, 0.57006, -5.21329], [2.27578, 0.16484, -5.28308], [1.39366, 0.49659, -4.25778], [-0.40826, 0.16676, -4.25406], [-0.94308, 1.71110, -5.19122], [-0.37308, 2.95482, -4.90232], [-0.86381, 4.12160, -5.47199], [-1.92862, 4.07381, -6.36036], [-2.52260, 2.85174, -6.64149], [-2.04646, 1.68953, -6.05138], [-0.66162, -1.04225, -5.62715], [-1.18099, -2.28822, -5.28125], [-1.43024, -3.25184, -6.24982], [-1.15723, -2.97976, -7.58064], [-0.64166, -1.73988, -7.94023], [-0.39840, -0.77671, -6.97272], [2.34340, 0.24339, -0.63762], [3.42775, 0.82555, 0.01477], [4.57920, 0.08566, 0.25734], [4.66235, -1.23334, -0.16439], [3.59647, -1.82870, -0.82090], [2.43478, -1.09870, -1.06192], [0.92741, -1.71754, -1.86562], [-1.88102, -1.76961, -1.08067], [-1.95379, -3.16034, -0.88615], [-2.86444, -3.96703, -1.55482], [-3.76707, -3.41307, -2.45236], [-3.73083, -2.04589, -2.67475], [-2.79664, -1.25411, -2.01547], [1.32196, -3.50761, -2.13182], [1.76028, -3.80945, -3.42290], [2.00649, -5.12017, -3.80522], [1.80290, -6.15726, -2.90570], [1.36215, -5.87192, -1.62163], [1.12364, -4.55855, -1.23804], [-6.48350, 3.46876, -3.75033], [-4.33534, 2.68922, -4.71249], [-2.56558, 1.82563, -3.24346], [-5.08307, 2.47176, 0.15952], [-6.82934, 3.36239, -1.29898], [-2.41862, 3.01361, 2.36826], [-3.74978, 2.43491, 4.35731], [-5.35457, 0.55336, 4.28540], [-5.59554, -0.76670, 2.19948], [-4.21031, -0.23342, 0.23840], [-2.80910, 4.42849, -0.43333], [-1.47441, 6.37659, -1.10722], [0.87780, 6.07765, -1.83300], [1.83919, 3.81354, -1.95975], [3.54890, 2.19109, -2.25150], [5.06660, 1.67673, -4.11183], [4.28910, 0.28894, -6.00142], [1.94241, -0.40270, -6.14134], [0.45825, 3.01341, -4.21344], [-0.40986, 5.07302, -5.22074], [-2.30666, 4.98399, -6.81040], [-3.36696, 2.80610, -7.32058], [-2.53780, 0.74516, -6.25565], [-1.39583, -2.49477, -4.23925], [-1.84514, -4.20949, -5.95923], [-1.34834, -3.72936, -8.33938], [-0.43880, -1.51910, -8.98177], [-0.01198, 0.19126, -7.26510], [3.36255, 1.85306, 0.33913], [5.41548, 0.54457, 0.77165], [5.56416, -1.80763, 0.01678], [3.66057, -2.86311, -1.13657], [-1.27789, -3.65038, -0.19693], [-2.86579, -5.03753, -1.38162], [-4.47772, -4.04007, -2.97770], [-4.42754, -1.58546, -3.36669], [-2.80928, -0.19872, -2.23837], [1.92220, -3.00076, -4.12697], [2.34471, -5.33061, -4.81309], [1.98567, -7.18293, -3.20421], [1.19581, -6.67540, -0.91261], [0.81345, -4.34049, -0.23026], [-1.85004, -1.49566, 2.02044], [-1.28783, -3.09171, 2.38221], [-2.13105, -3.99384, 2.99452], [-1.64950, -5.25291, 3.31577], [-0.32579, -5.57141, 3.05343], [0.50435, -4.64373, 2.44820], [2.17354, -5.05002, 2.20616], [0.04003, -3.37786, 2.05065], [1.01654, -2.25893, 1.15866], [-3.15173, -3.71581, 3.22340], [-2.29640, -5.97953, 3.78849], [0.06844, -6.54405, 3.31642], [1.74311, 2.59910, 1.62101], [0.38222, 2.41345, 2.06310], [-0.46152, 3.57854, 1.93515], [-0.24521, 1.18082, 1.45586], [0.47380, 2.30399, 3.89026], [0.33714, 3.55921, 4.49116], [0.36349, 3.68517, 5.86507], [0.54031, 2.55972, 6.65531], [0.71815, 1.32351, 6.06988], [0.68793, 1.16709, 4.67924], [1.00712, -0.46728, 3.88410], [0.15819, -1.51128, 5.15852], [0.57535, -2.74244, 5.65746], [-0.25222, -3.50519, 6.47502], [-1.52966, -3.07260, 6.78264], [-1.97583, -1.86041, 6.27146], [-1.14503, -1.09475, 5.47339], [2.82810, -0.46854, 4.24246], [3.52918, 0.70271, 3.93306], [4.89795, 0.78718, 4.12435], [5.60993, -0.30125, 4.60891], [4.93824, -1.48377, 4.86356], [3.56475, -1.57059, 4.67288], [0.19557, 4.41675, 3.85073], [0.25458, 4.66085, 6.32200], [0.53926, 2.64823, 7.73554], [0.88750, 0.45661, 6.69387], [1.54318, -3.14282, 5.40435], [0.11008, -4.45212, 6.85663], [-2.17913, -3.68205, 7.39910], [-2.97958, -1.51581, 6.49035], [-1.51400, -0.15823, 5.07306], [3.01189, 1.54984, 3.50565], [5.41302, 1.70766, 3.87625], [6.67924, -0.23044, 4.76633], [5.48216, -2.35646, 5.20550], [3.08639, -2.51877, 4.85311]], "forces_ev_per_angstrom": [[1.917, -0.476, -0.883], [-0.003, 0.008, 0.050], [0.007, -0.019, -0.065], [0.020, -0.069, 0.075], [0.079, -0.300, -0.374], [0.091, -0.027, -0.023], [-0.023, 0.029, -0.044], [-0.663, 0.485, 0.340], [0.173, -0.014, 0.116], [0.055, 0.024, -0.141], [-0.037, 0.072, 0.032], [0.019, 0.036, 0.016], [-0.049, 0.000, -0.008], [0.072, 0.001, 0.023], [0.017, 0.093, 0.148], [-0.046, -0.060, 0.277], [0.071, 0.095, 0.004], [-0.002, -0.040, -0.050], [-0.040, 0.056, 0.030], [0.261, -0.161, 0.228], [0.869, -0.133, -0.094], [-0.996, -0.830, -0.352], [-0.122, 0.114, 0.094], [0.069, 0.067, -0.112], [-0.018, -0.031, -0.061], [-0.046, 0.177, 0.013], [0.191, 0.332, 0.314], [0.024, 0.540, -0.762], [-0.034, -0.037, 0.183], [-0.061, -0.117, -0.008], [0.008, -0.022, -0.041], [-0.034, 0.027, 0.062], [0.024, 0.011, -0.068], [0.086, -0.086, 0.120], [0.036, -0.092, 0.237], [0.044, 0.067, 0.084], [-0.006, -0.036, -0.020], [-0.013, -0.021, 0.004], [0.008, 0.050, -0.026], [0.003, -0.118, 0.002], [-0.258, 0.474, 0.297], [0.033, -0.209, 0.050], [0.008, 0.185, 0.011], [0.014, -0.121, -0.100], [0.054, 0.066, -0.023], [-0.022, 0.179, -0.029], [-0.011, 0.652, -0.481], [-0.722, -0.440, -0.476], [-0.014, -0.024, 0.049], [0.012, -0.024, -0.052], [0.004, 0.019, -0.027], [0.025, -0.032, -0.007], [-0.023, -0.032, 0.103], [-0.537, -0.028, 0.391], [0.075, 0.030, 0.041], [0.057, -0.016, -0.019], [-0.012, -0.026, -0.004], [-0.032, 0.002, 0.023], [0.128, -0.079, -0.161], [-0.002, -0.008, 0.008], [0.021, 0.007, 0.032], [-0.067, 0.052, -0.027], [-0.034, 0.036, -0.012], [0.008, -0.016, 0.003], [0.052, 0.004, 0.036], [-0.001, 0.002, -0.027], [0.007, -0.015, -0.005], [0.011, 0.000, -0.034], [-0.008, -0.047, 0.028], [-0.039, -0.012, -0.079], [-0.022, -0.018, 0.011], [-0.017, 0.008, 0.001], [-0.014, 0.051, 0.007], [0.036, -0.087, 0.002], [-0.014, 0.007, 0.047], [0.003, 0.023, 0.012], [-0.023, -0.062, 0.033], [0.043, 0.016, -0.007], [0.016, -0.030, 0.012], [0.007, -0.020, -0.007], [0.007, -0.031, 0.018], [-0.021, 0.024, -0.066], [0.000, -0.048, 0.057], [0.036, 0.005, 0.003], [-0.006, 0.017, 0.000], [0.021, -0.007, 0.017], [-0.015, 0.022, -0.010], [0.039, 0.003, 0.060], [-0.002, -0.012, 0.034], [-0.009, 0.016, 0.041], [-0.021, -0.011, 0.028], [0.026, 0.037, 0.019], [0.031, 0.012, 0.043], [-0.022, 0.003, 0.024], [0.023, 0.016, -0.026], [0.052, -0.106, -0.052], [-0.093, 0.029, -0.027], [0.018, 0.004, 0.012], [-0.010, 0.008, -0.007], [0.031, 0.019, 0.008], [-0.072, -0.055, -0.003], [-0.803, 0.251, 0.506], [0.336, -0.370, 0.093], [-0.198, 0.113, 0.095], [0.032, -0.037, 0.050], [0.017, 0.000, -0.016], [-0.172, 0.080, 0.065], [0.052, -0.051, -0.003], [0.091, 0.307, 0.070], [-0.162, -0.127, 0.065], [0.018, 0.035, -0.027], [-0.017, 0.016, -0.011], [0.035, 0.023, 0.009], [0.053, -0.139, 0.108], [0.069, -0.324, 0.189], [-0.202, 0.012, -0.557], [0.302, 0.372, 0.541], [-0.210, -0.500, -0.058], [-0.005, -0.039, -0.063], [0.058, 0.063, -0.057], [0.002, -0.058, 0.232], [0.063, 0.063, -0.174], [-0.071, 0.358, -0.317], [0.254, 0.194, 0.475], [-0.114, 0.039, -0.177], [-0.006, -0.003, -0.044], [0.007, -0.005, -0.042], [0.002, -0.057, 0.036], [-0.011, -0.012, -0.006], [0.039, -0.068, -0.044], [-0.085, -0.146, 0.007], [-0.001, -0.088, -0.021], [0.015, 0.009, -0.037], [0.017, 0.019, -0.013], [0.018, -0.072, 0.021], [-0.014, 0.052, -0.059], [-0.031, 0.032, 0.102], [-0.036, 0.006, -0.022], [0.059, -0.002, -0.011], [-0.012, -0.052, 0.008], [-0.050, -0.038, 0.026], [-0.016, -0.009, -0.023], [0.006, 0.024, 0.018], [0.011, 0.026, -0.016], [-0.041, 0.018, -0.012], [-0.047, 0.082, 0.014], [-0.020, 0.000, 0.010], [-0.005, -0.018, -0.016], [-0.009, 0.010, 0.004], [0.069, 0.006, -0.034]]}